DFT (ωB97M-V/def2-TZVPD) results for a molecular structure, C20H51BeN3O6 in a non-equilibrium geometry.

Computed properties:
LUMO energy = 0.66 eV
Energy above the lowest of the compared OMol25 structures with the same formula, charge and spin = 1.9 kcal per mole
E_tot = -38718.9986 eV
Largest force on an atom = 0.052 hartree/bohr
Net charge = 0

Geometry (Å):
Be (-0.02, -0.24, 0.25)
C (2.17, -1.93, -2.77)
C (0.88, -2.61, -2.31)
C (1.18, -4.04, -1.84)
O (0.22, -1.87, -1.35)
H (2.84, -2.65, -3.27)
H (2.66, -1.47, -1.91)
H (2.02, -1.14, -3.51)
H (0.25, -2.70, -3.21)
H (1.64, -4.06, -0.86)
H (1.76, -4.60, -2.58)
H (0.30, -4.69, -1.82)
C (1.07, 0.76, 4.10)
C (-0.28, 1.14, 3.45)
C (-1.01, 2.25, 4.21)
O (-0.19, 1.37, 2.11)
H (1.52, -0.09, 3.60)
H (0.87, 0.45, 5.14)
H (1.73, 1.62, 4.28)
H (-0.83, 0.20, 3.70)
H (-1.29, 1.87, 5.20)
H (-1.92, 2.52, 3.66)
H (-0.51, 3.21, 4.30)
C (3.67, 0.92, 1.11)
O (2.70, -0.06, 0.85)
C (3.20, -1.31, 1.29)
C (2.16, -2.38, 1.15)
N (0.89, -2.00, 1.78)
C (-0.10, -3.07, 1.53)
C (-1.44, -2.67, 2.10)
O (-1.71, -1.38, 1.62)
C (-2.99, -0.87, 2.01)
H (3.30, 1.86, 0.73)
H (4.66, 0.78, 0.66)
H (3.80, 1.10, 2.18)
H (3.56, -1.24, 2.33)
H (4.07, -1.54, 0.65)
H (2.55, -3.28, 1.65)
H (1.96, -2.67, 0.12)
H (0.97, -2.08, 2.79)
H (0.19, -4.04, 1.98)
H (-0.20, -3.25, 0.46)
H (-1.49, -2.55, 3.19)
H (-2.24, -3.38, 1.83)
H (-2.94, 0.16, 1.69)
H (-3.15, -0.93, 3.09)
H (-3.74, -1.43, 1.44)
C (0.71, 1.37, -2.97)
C (1.71, 1.66, -1.86)
C (2.51, 2.92, -2.15)
O (3.16, 3.41, -1.00)
C (4.13, 4.37, -1.25)
N (0.89, 1.80, -0.60)
H (1.23, 1.58, -3.92)
H (-0.09, 2.10, -2.92)
H (0.29, 0.37, -2.92)
H (2.41, 0.84, -1.67)
H (1.83, 3.72, -2.50)
H (3.19, 2.75, -2.99)
H (3.78, 5.35, -1.58)
H (4.81, 4.11, -2.08)
H (4.70, 4.52, -0.34)
H (1.55, 2.22, 0.05)
H (0.27, 2.59, -0.80)
C (-2.61, 0.16, -3.15)
C (-3.29, 0.74, -1.91)
C (-4.54, -0.04, -1.55)
O (-5.22, 0.74, -0.59)
C (-6.45, 0.22, -0.14)
N (-2.26, 0.85, -0.83)
H (-2.07, -0.76, -2.98)
H (-1.93, 0.89, -3.59)
H (-3.32, 0.00, -3.97)
H (-3.64, 1.76, -2.07)
H (-4.32, -1.02, -1.12)
H (-5.14, -0.13, -2.46)
H (-6.45, -0.87, -0.21)
H (-7.28, 0.61, -0.74)
H (-6.62, 0.50, 0.90)
H (-1.85, 1.78, -0.91)
H (-2.84, 0.92, 0.01)